C52H63As3N6O5S2V as an isolated structure. Source: OMol25; level of theory: the ωB97M-V functional and the def2-TZVPD basis.

- Energy: -11171.871282 a.u.
- Kohn-Sham gap (alpha / beta): 7.421 / 8.255 eV
- Spin multiplicity: 4

```
132
Properties=species:S:1:pos:R:3:forces:R:3:mulliken_charge:R:1
As -1.111 1.611 1.385 0.11 -0.35 0.16 0.030
As 0.392 0.138 2.692 0.00 0.29 0.14 0.939
As 2.390 1.753 -2.225 -0.09 0.11 -0.16 0.975
V -0.074 0.618 -1.406 0.42 0.22 0.23 1.058
S 3.333 -1.185 0.787 0.16 -0.18 0.10 0.031
S -2.193 -0.469 -1.160 -0.28 -0.29 0.06 0.284
O -2.836 2.901 -5.938 -0.08 0.30 0.06 -0.576
O -1.361 0.918 -5.240 0.04 -0.12 -0.02 -0.932
O -0.168 0.319 -3.437 -0.29 0.20 -0.34 -0.292
O -3.452 4.839 -5.039 -0.05 0.05 0.00 -0.636
O 0.759 -1.194 -1.384 0.18 -0.53 0.03 -0.028
N -1.039 2.379 -2.050 -0.38 0.37 -0.08 1.300
N 3.614 -3.858 0.562 0.01 -0.01 -0.21 -0.025
N -2.934 -2.976 -0.918 -0.27 -0.03 -0.01 0.839
N 3.784 -3.118 2.608 -0.01 0.12 0.04 -0.101
N -1.500 3.558 -1.608 0.01 -0.06 0.02 -0.305
N -0.867 -2.802 -1.809 -0.14 0.20 -0.10 0.150
C -1.484 -1.962 3.680 0.06 0.02 0.08 -0.750
C 0.319 0.980 7.362 -0.04 0.01 0.02 -0.623
C 1.328 0.267 6.734 0.04 -0.02 -0.02 -0.590
C -0.191 4.992 3.819 -0.01 -0.02 -0.04 -1.115
C -5.710 0.671 2.059 0.00 0.01 -0.02 -0.796
C -3.248 -4.547 -2.817 -0.01 0.01 -0.05 -1.288
C -4.107 -2.493 -0.196 0.06 0.00 0.06 -0.193
C 0.239 0.582 4.596 -0.10 -0.01 0.02 0.492
C -2.199 5.477 2.603 0.02 -0.01 -0.01 -0.716
C -0.837 -3.680 1.596 0.00 0.03 0.00 -0.444
C -0.985 1.055 -4.074 0.18 0.09 0.10 0.658
C -5.256 1.229 0.872 0.02 -0.01 0.00 -0.924
C -0.581 -1.554 2.704 -0.02 0.08 -0.17 0.572
C 3.587 -2.741 1.317 -0.13 0.18 -0.02 -0.438
C -3.456 0.635 2.893 -0.05 -0.06 -0.04 -0.245
C -2.145 4.218 2.021 -0.02 0.01 0.00 -0.652
C -0.722 1.505 6.611 0.02 0.00 0.01 -0.917
C 0.970 -4.203 -3.387 0.02 -0.03 0.00 -0.107
C -1.759 -4.072 2.554 -0.01 0.02 0.03 -0.724
C -3.902 1.468 0.693 0.00 0.07 0.01 0.343
C -2.200 4.206 -2.557 0.08 -0.23 -0.04 -0.836
C 2.944 0.675 -3.768 0.03 -0.10 0.01 -0.245
C 2.159 3.454 1.098 0.08 -0.03 -0.07 0.085
C -5.295 -2.189 -1.096 -0.01 0.02 -0.02 -1.297
C -2.886 3.777 -4.952 0.02 -0.14 -0.11 0.406
C 4.219 -4.502 2.701 -0.01 -0.08 0.01 -0.591
C 1.926 -4.941 -4.066 0.02 0.01 -0.01 -0.661
C -2.988 1.169 1.700 0.00 0.08 0.04 0.983
C 3.033 2.769 1.817 0.00 -0.03 0.00 -0.455
C 2.684 -2.702 -2.615 0.05 0.00 0.02 -1.004
C 1.346 -3.080 -2.657 -0.08 0.05 0.13 0.806
C -2.951 -4.379 -1.336 0.07 0.00 0.12 -0.537
C 2.757 4.487 -3.493 0.00 -0.01 0.00 -1.602
C -2.205 3.398 -3.678 -0.05 0.13 0.08 0.146
C -4.809 0.378 3.070 0.04 0.00 0.00 -1.034
C -0.250 -2.424 1.668 0.00 -0.02 -0.04 -0.062
C -2.076 -3.213 3.599 0.00 -0.04 0.01 -0.726
C 3.265 -4.573 -4.008 -0.03 0.01 0.01 -0.692
C -1.222 5.865 3.509 -0.01 0.01 0.01 -0.714
C 0.335 -2.260 -1.908 0.16 -0.04 0.07 -0.736
C 4.151 2.405 -1.662 0.06 0.05 0.09 -0.872
C -1.117 3.329 2.337 0.03 0.05 -0.09 0.935
C -0.762 1.306 5.238 0.01 0.01 -0.04 0.237
C 1.748 3.419 -3.084 -0.06 0.03 -0.05 -0.238
C 3.644 -3.452 -3.282 -0.04 0.01 0.01 -1.338
C 1.292 0.079 5.359 -0.02 -0.01 0.04 -1.134
C -1.935 -2.165 -1.295 0.28 -0.08 0.01 -0.731
C -0.134 3.735 3.232 0.07 -0.06 0.05 -0.337
C 3.713 -5.066 1.363 0.02 -0.07 0.01 -0.625
C -1.463 2.261 -3.303 0.11 0.11 -0.02 -0.265
C 5.097 1.364 -1.085 -0.02 -0.04 0.02 -1.118
C 3.622 1.408 -4.917 0.00 -0.01 0.00 -1.561
H -1.708 -1.321 4.526 0.00 0.00 -0.05 0.270
H -1.569 1.746 4.669 -0.01 0.01 -0.02 0.361
H -2.222 -5.048 2.496 -0.01 -0.04 0.00 0.406
H -3.818 -1.603 0.362 -0.01 -0.03 -0.01 -0.187
H 3.482 4.124 -4.219 0.02 -0.03 -0.01 0.283
H -1.994 -4.836 -1.093 0.02 -0.01 0.01 0.326
H 0.479 -2.119 0.925 0.00 0.00 -0.03 -0.066
H -3.009 6.148 2.353 -0.02 0.02 0.00 0.438
H 3.285 -3.840 -0.393 0.04 0.04 0.10 0.130
H -1.267 6.841 3.973 0.01 0.02 -0.01 0.395
H -2.781 -3.522 4.361 -0.01 -0.01 0.01 0.438
H -2.646 5.170 -2.398 -0.02 0.07 0.00 0.577
H 5.284 0.549 -1.786 -0.01 -0.01 -0.02 0.238
H -3.202 -5.601 -3.088 -0.01 -0.05 -0.02 0.425
H 0.346 1.131 8.433 0.00 0.01 0.02 0.375
H 2.232 5.329 -3.950 0.00 0.01 -0.01 0.457
H -4.240 -4.173 -3.068 -0.03 0.01 0.00 0.347
H 1.624 2.977 0.282 -0.06 0.04 0.01 -0.285
H -6.070 -1.679 -0.525 -0.05 0.00 0.02 0.443
H 4.414 -5.774 0.922 -0.04 -0.02 0.04 0.374
H 2.148 -0.137 7.312 0.02 -0.01 0.01 0.410
H -2.276 2.100 -5.702 0.02 -0.14 0.00 0.436
H 3.872 0.701 -5.711 0.01 -0.01 -0.01 0.449
H -3.561 1.886 -0.248 0.02 -0.03 -0.01 0.091
H 2.045 0.160 -4.110 0.02 0.02 0.03 0.463
H 3.229 1.719 1.625 0.00 -0.02 0.01 0.192
H -5.727 -3.096 -1.518 0.00 -0.03 -0.02 0.378
H 3.773 -5.003 3.559 0.02 -0.02 -0.03 0.328
H -4.360 -3.268 0.532 -0.04 0.04 0.01 0.488
H 3.607 -0.091 -3.358 -0.02 0.03 -0.02 0.171
H 4.052 -2.410 3.270 0.01 -0.05 -0.03 0.265
H 1.163 3.098 -3.951 0.00 0.00 0.04 0.428
H 4.010 -5.157 -4.533 0.02 -0.01 -0.02 0.430
H -6.764 0.467 2.194 -0.05 0.01 0.01 0.388
H -0.566 -4.344 0.787 -0.02 -0.04 -0.07 0.480
H 2.739 -5.552 1.472 0.01 0.03 0.03 0.305
H -1.293 3.853 -0.661 -0.05 -0.07 -0.13 -0.139
H 4.716 0.915 -0.168 -0.01 0.04 -0.02 0.036
H -5.156 -0.051 4.001 -0.01 -0.01 0.02 0.453
H -4.991 -1.537 -1.915 0.01 0.04 0.00 0.254
H 3.309 4.875 -2.638 -0.01 -0.01 0.02 0.287
H 1.035 3.855 -2.381 0.03 -0.02 -0.04 0.172
H 1.627 -5.804 -4.646 0.01 -0.02 0.01 0.441
H 2.956 -1.828 -2.038 0.00 -0.02 0.03 1.294
H 0.683 3.072 3.487 -0.08 0.04 -0.01 0.633
H -2.518 -4.004 -3.414 0.02 0.00 0.01 0.197
H 3.981 3.207 -0.941 0.01 -0.02 -0.03 0.582
H -0.073 -4.484 -3.414 -0.02 0.00 0.00 0.388
H -1.505 2.076 7.092 -0.02 0.01 0.01 0.456
H 2.969 2.163 -5.355 -0.02 0.00 -0.01 0.315
H 4.685 -3.156 -3.237 0.01 0.00 0.00 0.455
H 3.575 3.231 2.633 0.03 0.01 0.03 0.259
H -3.722 -4.866 -0.736 0.03 -0.04 0.00 0.494
H 4.549 1.896 -4.614 0.00 0.01 0.03 0.284
H -2.767 0.405 3.690 0.02 -0.04 0.00 -0.176
H 5.310 -4.574 2.774 -0.03 0.00 -0.02 0.303
H -5.951 1.469 0.079 -0.03 0.00 -0.04 0.484
H 2.092 -0.470 4.872 0.00 0.00 0.00 0.525
H 1.946 4.498 1.291 0.00 0.02 0.00 0.212
H 4.589 2.857 -2.552 0.02 0.02 0.03 0.602
H 6.059 1.826 -0.855 0.03 -0.02 0.00 0.427
H -2.934 3.925 1.334 0.01 -0.02 0.04 0.405
H 0.578 5.284 4.523 0.01 0.01 0.03 0.470
```
Forces are in eV/Å.